# 1
Formula: H4N2Si
Source: the Open Molecules 2025 dataset
Level of theory: the ωB97M-V functional and the def2-TZVPD basis

Its total energy is -401.3055 a.u. The strongest force on any atom comes out at 2.4 eV/A.

Last column: Mulliken charge in e.
Cartesian coordinates (Å):
N -0.70956 -0.70970 -0.10654  -0.384
N -0.68965 0.83595 0.07096  -0.385
Si 0.84539 0.02935 -0.00070  0.359
H -1.00085 -1.20682 0.69000  0.237
H -1.34201 1.06150 -0.60400  0.258
H 1.35771 0.55963 1.25249  -0.044
H 1.53897 -0.56991 -1.30222  -0.042

Atoms 1-6, force components in eV/Å:
1.0 0.1 -0.6
0.7 -1.5 1.5
-0.8 -0.4 -2.2
-0.9 -0.2 1.5
-1.0 1.2 -1.9
1.0 -0.4 0.1


# 2
Formula: C21H21F2IrNSe2Te2
Source: the Open Molecules 2025 dataset
Level of theory: the ωB97M-V functional and the def2-TZVPD basis

Its spin multiplicity is 6. Its expectation value of S² is 8.788. Its total energy is -6510.4847 a.u. The strongest force on any atom comes out at 0.6 eV/A.

Last column: Mulliken charge in e.
Cartesian coordinates (Å):
Ir -0.80008 0.36096 0.70006  0.802
C -0.80141 -0.00114 -2.04023  0.833
C 0.11652 0.98587 -1.61428  -0.094
C -0.60209 1.96936 -0.88042  0.948
C -1.98125 1.54924 -0.82079  0.503
C -2.08378 0.32800 -1.55942  0.658
C -3.35472 -0.42249 -1.80474  -1.717
C -3.13996 2.41546 -0.41755  -1.786
C -0.07626 3.33458 -0.54142  -1.409
C 1.59051 0.98819 -1.85975  -1.702
C -0.44467 -1.20095 -2.85522  -1.622
H -3.24380 -1.49283 -1.62425  0.333
H -3.68967 -0.30205 -2.83954  0.363
H -4.15698 -0.06577 -1.15868  0.332
H -2.82583 3.24350 0.21720  0.342
H -3.89166 1.85388 0.13887  0.333
H -3.61951 2.85062 -1.30026  0.349
H -0.63363 3.81432 0.26167  0.288
H -0.13521 3.99929 -1.40880  0.308
H 0.97155 3.29418 -0.23528  0.306
H 2.12738 1.49907 -1.05856  0.345
H 1.84505 1.49250 -2.79724  0.357
H 1.98483 -0.02824 -1.92045  0.333
H -1.24613 -1.93961 -2.86124  0.396
H 0.45315 -1.69345 -2.47505  0.276
H -0.24634 -0.91760 -3.89347  0.388
F -0.77619 -4.85526 -0.96473  -0.371
C -0.07617 -3.84334 -0.40790  0.348
C -0.72374 -2.66726 -0.10080  -0.909
C -0.00955 -1.61029 0.45543  -0.029
C 1.35371 -1.79901 0.75839  1.292
C 1.95446 -3.00083 0.39658  0.749
F 3.28262 -3.18894 0.59619  -0.377
C 1.27340 -4.04080 -0.19745  -0.988
C 2.06398 -0.72100 1.49476  -0.418
C 3.20481 -0.92587 2.27525  -1.093
C 3.73959 0.12983 2.98503  -0.484
C 3.14491 1.37927 2.90857  -1.062
C 2.01189 1.50357 2.13252  -0.409
N 1.48153 0.48402 1.45226  0.790
H -1.78662 -2.58584 -0.28871  0.507
H 1.76992 -4.96030 -0.47112  0.521
H 3.64786 -1.90637 2.32946  0.537
H 4.61558 -0.02354 3.60282  0.416
H 3.53626 2.23413 3.44244  0.443
H 1.49766 2.45324 2.04381  0.451
Se -3.14933 -0.73902 1.71991  -0.265
Te -1.31600 -1.08594 3.29584  0.037
Te -1.49661 1.30728 4.61838  0.030
Se -1.36001 2.54738 2.57192  -0.177

Atoms 1-6, force components in eV/Å:
-0.2 -0.4 0.4
0.2 -0.3 -0.3
0.1 0.0 0.0
-0.1 0.4 0.1
-0.1 0.4 -0.2
-0.2 0.1 0.1


# 3
Formula: C48H101N5O6
Source: the Open Molecules 2025 dataset
Level of theory: the ωB97M-V functional and the def2-TZVPD basis

Its total energy is -2614.3766 a.u. The strongest force on any atom comes out at 4.5 eV/A.

Last column: Mulliken charge in e.
Cartesian coordinates (Å):
C 15.42332 -25.30761 15.28048  -1.811
C 15.07744 -23.86475 15.84001  1.458
C 15.43377 -23.92554 17.36281  -1.763
C 15.98533 -22.92409 14.97682  -0.600
C 15.54829 -21.39285 14.95421  -0.976
C 14.06047 -21.27370 14.55283  -1.111
C 13.09416 -22.18046 15.41491  1.588
C 12.71960 -21.41998 16.65344  -1.902
C 11.80685 -22.26426 14.53500  -1.846
N 13.60767 -23.55025 15.55911  0.232
O 12.67307 -24.44456 16.06212  -0.444
H 15.26838 -25.35955 14.20280  0.435
H 16.49657 -25.48463 15.35043  0.389
H 14.97555 -26.12979 15.83870  0.370
H 15.41069 -22.92214 17.78796  0.345
H 14.64565 -24.47596 17.87661  0.444
H 16.37503 -24.45991 17.49157  0.439
H 17.04197 -22.95504 15.24263  0.587
H 15.92058 -23.28920 13.95183  -0.220
H 15.63289 -21.03498 15.98031  0.382
H 16.09856 -20.79385 14.22860  0.377
H 14.01821 -21.71577 13.55739  0.269
H 13.79913 -20.21551 14.54733  0.516
H 11.96519 -21.89370 17.28158  0.442
H 12.31928 -20.41464 16.52250  0.395
H 13.59205 -21.34779 17.30283  0.362
H 12.04082 -22.82885 13.63245  0.439
H 11.50244 -21.30096 14.12575  0.363
H 11.01614 -22.81534 15.04410  0.383
H 12.82986 -24.21651 16.98137  0.389
C 17.47878 -29.58406 8.78146  -1.742
C 16.00992 -29.07484 8.52489  1.698
C 15.74077 -27.68742 9.23480  -2.282
C 15.79767 -28.86103 6.98237  -0.550
C 15.40485 -30.11654 6.19952  -1.168
C 14.30416 -30.79786 6.96707  -1.152
C 14.60757 -31.17925 8.45688  1.233
C 13.17125 -31.65369 9.04808  -1.805
C 15.65235 -32.32907 8.46889  -1.638
N 14.98474 -29.93933 9.11678  0.544
O 15.11231 -30.11930 10.48340  -0.545
H 17.80323 -30.38068 8.11196  0.355
H 18.15882 -28.79749 8.45443  0.411
H 17.63648 -29.99608 9.77819  0.404
H 15.72071 -27.68801 10.32461  0.735
H 16.42987 -26.92261 8.87659  0.322
H 14.78156 -27.23056 8.99130  0.495
H 15.03567 -28.09964 6.81584  -0.317
H 16.69304 -28.44964 6.51634  0.625
H 15.13839 -29.88493 5.16829  0.397
H 16.23105 -30.82549 6.14584  0.376
H 14.17955 -31.69736 6.36419  0.497
H 13.40850 -30.17998 6.90279  0.317
H 12.42801 -30.87280 8.88715  0.385
H 13.20452 -31.85351 10.11909  0.391
H 12.74073 -32.49027 8.49772  0.403
H 15.12584 -33.17508 8.02712  0.460
H 15.91700 -32.66056 9.47297  0.315
H 16.53009 -32.18944 7.83788  0.335
H 14.39688 -29.61826 10.88180  0.332
C 15.30838 -16.47651 7.38421  -1.765
C 15.19882 -17.87394 8.10356  1.659
C 13.80677 -18.41170 8.05142  -1.775
C 16.05635 -18.89194 7.18207  -1.911
C 16.49036 -20.17842 7.90146  0.045
C 17.21855 -19.79983 9.23740  -0.966
C 16.38068 -18.91615 10.16552  2.166
C 15.36851 -19.86885 10.87977  -1.614
C 17.37870 -18.29580 11.21936  -1.987
N 15.82250 -17.77484 9.43023  0.330
O 14.96164 -16.91211 10.24171  -0.533
H 14.86821 -15.69728 8.00642  0.420
H 16.33854 -16.25784 7.10303  0.363
H 14.73020 -16.36928 6.46644  0.377
H 13.79660 -19.48675 8.23103  0.203
H 13.15887 -17.86675 8.73796  0.366
H 13.33959 -18.19701 7.09030  0.470
H 15.48201 -19.21848 6.31512  0.429
H 17.00908 -18.47286 6.85838  0.400
H 15.66680 -20.83388 8.18473  -0.108
H 17.18537 -20.75600 7.29199  0.658
H 18.16662 -19.32272 8.98916  0.599
H 17.49653 -20.68550 9.80873  -0.381
H 15.80339 -20.77681 11.29759  0.319
H 14.52724 -20.19020 10.26568  0.243
H 15.02378 -19.30692 11.74781  0.443
H 16.82729 -17.70147 11.94794  0.472
H 17.99505 -17.59896 10.65136  0.563
H 17.99281 -19.05934 11.69683  0.097
H 15.41279 -16.07994 10.40158  0.338
C 14.73432 -24.58830 2.63362  -2.124
C 14.86085 -24.77516 4.16201  1.583
C 15.80399 -25.95180 4.45098  -1.654
C 15.51487 -23.46765 4.66667  -1.566
C 15.46401 -23.40179 6.19251  1.055
C 13.98952 -23.41040 6.59847  -1.389
C 13.15442 -24.63708 6.18359  1.617
C 13.40583 -25.77996 7.18089  -1.327
C 11.65277 -24.23813 6.19705  -1.928
N 13.52168 -24.93091 4.78136  0.585
O 12.69768 -26.00741 4.25507  -0.493
H 15.70337 -24.34718 2.19668  0.381
H 14.28895 -25.50089 2.23746  0.424
H 13.98576 -23.81483 2.46190  0.456
H 15.57414 -26.84611 3.87177  0.410
H 16.79128 -25.79981 4.01481  0.501
H 15.91438 -26.21165 5.50378  0.162
H 16.55552 -23.58873 4.36584  0.550
H 15.13193 -22.58895 4.14769  0.316
H 15.98840 -24.30817 6.49516  -0.031
H 15.99735 -22.52949 6.57032  -0.815
H 13.52295 -22.50205 6.21726  0.521
H 13.96339 -23.29016 7.68150  0.419
H 12.92828 -25.45564 8.10548  0.511
H 14.49303 -25.85574 7.19970  -0.137
H 12.92815 -26.68653 6.80934  0.449
H 11.50238 -23.74162 7.15567  0.369
H 11.01292 -25.08178 5.93830  0.382
H 11.59590 -23.48721 5.40903  0.510
H 12.14949 -25.47806 3.67123  0.331
C 20.43479 -21.97207 10.30539  -1.559
C 21.50358 -21.68916 11.26492  2.241
C 22.70314 -21.07358 10.48642  -2.156
C 21.13509 -20.51666 12.13056  -1.748
C 20.41397 -20.86660 13.47888  -0.141
C 21.17835 -22.00543 14.21983  -1.470
C 21.53472 -23.24645 13.30677  1.742
C 22.55739 -24.21824 14.06086  -1.841
C 20.19500 -23.94868 13.09471  -1.653
N 22.06931 -22.86344 12.07298  0.207
O 22.49901 -23.88389 11.16847  -0.493
H 20.69973 -22.89834 9.79556  0.568
H 19.43571 -21.99978 10.74033  -0.189
H 20.37408 -21.26904 9.47463  0.452
H 22.93546 -21.75579 9.66867  0.393
H 22.47206 -20.09923 10.05591  0.402
H 23.54141 -20.90394 11.16216  0.481
H 21.96525 -19.87459 12.42499  0.477
H 20.43233 -19.81827 11.67617  0.422
H 20.33282 -19.98243 14.11114  0.595
H 19.40831 -21.19295 13.21382  -0.075
H 20.49717 -22.29698 15.01927  0.452
H 22.12857 -21.57769 14.53955  0.389
H 21.96771 -24.66512 14.86130  0.391
H 23.39300 -23.66995 14.49587  0.415
H 23.05823 -24.98667 13.47198  0.319
H 19.53578 -23.38109 12.43791  -0.047
H 19.68611 -23.94846 14.05862  0.415
H 20.30642 -24.94013 12.65572  0.553
H 21.65600 -24.28216 10.93973  0.424
C 16.46055 -24.15718 9.75765  0.550
C 17.65806 -24.76045 10.45305  1.316
C 17.41623 -25.26668 11.85977  -0.919
O 18.74340 -24.83440 9.94602  -0.657
H 16.60163 -23.14543 9.37746  -0.289
H 15.59178 -24.34002 10.39003  0.387
H 16.34811 -24.80284 8.88668  -0.758
H 18.22717 -25.91061 12.20011  0.403
H 16.57729 -25.94966 11.72625  0.319
H 17.23005 -24.50139 12.61328  -0.072

Atoms 1-6, force components in eV/Å:
0.1 0.8 0.1
-0.1 -1.2 -0.3
-0.8 0.6 -1.1
-1.1 1.7 -0.1
-1.1 -1.7 0.6
1.1 -1.9 0.5


# 4
Formula: C4H8OS
Source: the Open Molecules 2025 dataset
Level of theory: the ωB97M-V functional and the def2-TZVPD basis

Its total energy is -630.5809 a.u. The strongest force on any atom comes out at 2.9 eV/A.

Last column: Mulliken charge in e.
Cartesian coordinates (Å):
C -1.70100 0.75840 -0.30561  -1.350
C -0.21967 0.66366 -0.34811  0.207
C 1.13251 -0.70566 -0.79021  -0.369
C 0.44098 -0.47854 0.54090  -0.164
H -2.07721 1.16788 -1.21522  0.347
H -1.99981 1.46064 0.48922  0.332
H -2.22739 -0.19872 -0.06947  0.306
H 0.24517 1.58984 -0.15797  0.484
H 2.17563 -0.39074 -0.85839  0.264
H 1.08331 -1.76440 -1.07262  0.251
H -0.32961 -1.21004 0.83672  0.301
H 1.79783 -1.09452 2.51910  0.128
O 0.32767 0.13664 -1.56295  -0.455
S 1.35157 0.06554 1.99460  -0.283

Atoms 1-6, force components in eV/Å:
-1.0 -0.2 1.2
-0.5 -1.0 1.0
1.7 -2.4 -0.1
-0.8 0.9 -0.6
-0.3 0.2 -0.8
0.1 -0.2 -0.1


# 5
Formula: C46H61CrGe2N3O5S2Te
Source: the Open Molecules 2025 dataset
Level of theory: the ωB97M-V functional and the def2-TZVPD basis

Its spin multiplicity is 4. As for the charge: -1. Its expectation value of S² is 3.881. Its total energy is -8592.7196 a.u. The strongest force on any atom comes out at 1.8 eV/A.

Last column: Mulliken charge in e.
Cartesian coordinates (Å):
Cr 0.37959 -0.44440 -0.50003  -2.030
C 2.96889 -2.81599 7.03953  -1.504
C 2.31092 -2.62030 5.69921  1.052
C 2.77104 -3.29152 4.57096  -0.939
C 2.18713 -3.08420 3.32991  -0.580
C 1.12798 -2.20285 3.21630  0.024
C 0.63726 -1.53592 4.33077  -0.553
C 1.23578 -1.74435 5.56224  -0.785
S 0.29570 -1.99632 1.66838  1.157
O -0.22796 -0.60933 1.68807  0.449
O -0.68030 -3.05905 1.64723  -0.791
N 1.31432 -1.98339 0.46925  0.131
C 1.51108 -3.21886 -0.29337  -0.982
C 0.99219 -3.04337 -1.72316  0.576
O 0.98024 -4.00404 -2.47771  -0.795
O 0.58830 -1.85133 -2.03222  -0.639
H 3.59130 -3.71065 7.04961  0.357
H 2.22533 -2.90006 7.83310  0.370
H 3.60991 -1.96374 7.27844  0.288
H 3.59391 -3.99155 4.66417  0.319
H 2.55232 -3.60789 2.45386  0.375
H -0.20328 -0.86130 4.22121  0.612
H 0.85585 -1.22045 6.43347  0.376
H 0.98675 -4.06309 0.15321  0.426
H 2.57362 -3.45765 -0.35761  0.374
C 4.03681 1.41190 2.50644  -1.271
C 2.82397 0.52322 2.21256  -0.764
Ge 1.63608 1.23110 0.77397  2.276
C 0.50380 2.57752 1.70241  -0.408
C 1.06768 4.00141 1.67795  -1.487
C 2.93675 2.24178 -0.29701  -0.369
C 3.37199 1.71982 -1.44665  -0.694
Ge 2.22955 0.17586 -2.08595  3.038
C 3.38468 -1.32277 -2.70507  -0.762
C 4.67196 -1.00774 -3.47265  -1.363
C 1.13010 0.78874 -3.63568  0.237
C 1.72598 0.87478 -5.04478  -1.466
C 4.57132 2.28007 -2.13177  0.156
C 5.61916 2.84337 -1.39420  -0.563
C 6.75419 3.33954 -2.01960  -0.769
C 6.87632 3.28548 -3.40265  -0.393
C 5.84096 2.74284 -4.15095  -0.813
C 4.71107 2.24444 -3.52002  0.443
H 4.63605 1.00986 3.32924  0.391
H 3.72952 2.42591 2.78290  0.233
H 4.67813 1.49615 1.62594  0.204
H 2.22000 0.40528 3.11521  0.335
H 3.16093 -0.47643 1.92705  0.256
H 0.37567 2.23381 2.73269  0.569
H -0.48765 2.56968 1.24152  0.067
H 2.03336 4.06222 2.18760  0.282
H 0.38280 4.69750 2.17138  0.370
H 1.22148 4.34920 0.65254  0.242
H 3.39832 3.15281 0.09794  0.552
H 2.73976 -1.96940 -3.30126  0.467
H 3.64862 -1.88977 -1.80584  0.226
H 4.46692 -0.49734 -4.41612  0.207
H 5.20701 -1.93271 -3.70750  0.438
H 5.34075 -0.36766 -2.89495  0.275
H 0.68759 1.74800 -3.36112  0.080
H 0.31864 0.05757 -3.64840  -0.302
H 2.34728 1.76185 -5.16950  0.425
H 0.92691 0.93927 -5.78844  0.421
H 2.33014 -0.00499 -5.28348  0.295
H 5.54344 2.88017 -0.31385  0.288
H 7.55065 3.76782 -1.42127  0.388
H 7.77247 3.65498 -3.88574  0.364
H 5.91699 2.70020 -5.23145  0.385
H 3.91240 1.80715 -4.09891  0.119
C -3.73699 -4.01704 -2.77786  -1.198
C -2.43128 -3.30321 -3.10713  -0.220
N -2.59150 -1.85708 -3.23362  0.587
C -3.18181 -1.34766 -4.47509  -0.661
C -4.62267 -0.87780 -4.28700  -1.041
C -2.24547 -1.00032 -2.26732  0.463
S -1.87822 -1.60989 -0.68624  -0.242
N -2.34531 0.30256 -2.57578  0.052
C -1.64680 1.22803 -1.95930  -1.616
O -0.61932 1.04201 -1.24787  0.245
C -2.01896 2.65015 -2.20319  0.477
C -1.15509 3.65601 -1.78245  0.092
C -1.45638 4.98503 -2.04177  -0.979
C -2.62343 5.31359 -2.71851  -0.479
C -3.50327 4.31050 -3.10905  -0.819
C -3.20258 2.98241 -2.85228  -0.187
H -3.54847 -5.08520 -2.65485  0.473
H -4.47609 -3.88794 -3.57244  0.339
H -4.14970 -3.62696 -1.84505  0.121
H -2.00985 -3.67155 -4.04303  0.503
H -1.69915 -3.49747 -2.33400  -0.205
H -3.13782 -2.15277 -5.20760  0.505
H -2.57630 -0.51906 -4.83650  0.329
H -5.27800 -1.70814 -4.02061  0.312
H -4.99213 -0.42115 -5.20796  0.364
H -4.66249 -0.13589 -3.49073  0.198
H -0.24297 3.38199 -1.26707  0.282
H -0.77629 5.76369 -1.71899  0.437
H -2.84701 6.34876 -2.94594  0.396
H -4.42414 4.56727 -3.61857  0.422
H -3.87410 2.18837 -3.15188  0.423
C -5.79766 -1.87841 6.19489  -1.518
C -5.21630 -1.29351 4.93131  0.743
C -5.18536 -2.02260 3.75198  -1.254
C -4.66501 -1.49786 2.56967  1.112
C -4.66517 -2.35322 1.33138  -1.293
C -4.14019 -0.19836 2.56877  -0.193
Te -3.23585 0.66005 0.84981  0.342
C -4.17660 0.55859 3.75361  1.026
C -3.65818 1.97517 3.79741  -1.639
C -4.71642 0.00202 4.90823  -1.054
H -5.84743 -2.96585 6.13106  0.358
H -6.81013 -1.50454 6.36777  0.299
H -5.19364 -1.61217 7.06413  0.363
H -5.57876 -3.03506 3.74572  0.302
H -5.35883 -3.18913 1.43375  0.442
H -3.66639 -2.75453 1.14528  0.185
H -4.94153 -1.75958 0.45787  0.284
H -2.59767 2.00982 3.53218  0.204
H -3.79384 2.40679 4.79051  0.398
H -4.18474 2.60045 3.07159  0.318
H -4.74510 0.59982 5.81538  0.311

Atoms 1-6, force components in eV/Å:
-0.8 -1.5 -0.6
0.0 0.1 0.0
0.0 0.0 0.0
0.0 0.0 0.0
0.0 0.0 -0.1
0.0 0.1 0.1


- Number 4 is which compound?
  C4H8OS